[1]
Formula: C7H14N2
Source: the Open Molecules 2025 dataset
Level of theory: ωB97M-V/def2-TZVPD

Relative energy (zero: lowest compared OMol25 entry of this formula, charge and spin), eV: 0.270
HOMO level, eV: -8.57
Orbital gap, eV: 9.4431
Maximum force, eV/A: 1.7
SMILES string: Cc1c[nH]cn1.CCC
Charge: 0

Positions of all 23 atoms, in Å:
C: -0.1981 -0.9033 -2.5800
C: 1.2569 -0.9943 -2.2597
C: 1.9480 -1.9948 -1.6437
N: 3.2340 -1.5281 -1.4853
C: 3.2943 -0.3407 -2.1301
N: 2.1429 -0.0046 -2.6458
H: -0.3784 0.1386 -2.8387
H: -0.7381 -1.1110 -1.6541
H: -0.5467 -1.5944 -3.3446
H: 1.6559 -2.9763 -1.3124
H: 4.0109 -1.9634 -1.0211
H: 4.1912 0.2320 -2.2878
C: -2.6121 0.4044 2.9074
C: -2.0775 1.2159 1.7404
C: -0.7641 1.8914 2.0214
H: -2.9452 1.0722 3.7118
H: -1.8780 -0.2449 3.3865
H: -3.4906 -0.1902 2.6618
H: -2.0272 0.5172 0.8982
H: -2.8529 1.9354 1.4739
H: 0.0893 1.2860 2.2933
H: -0.4093 2.5720 1.2423
H: -0.9053 2.5808 2.8664

Atom charges from the Löwdin analysis, given in e for atoms 1 to 6: number 1, C, carries -0.0467; number 2, C, carries -0.3634; number 3, C, carries -0.0757; number 4, N, carries 0.0399; number 5, C, carries -0.2202; number 6, N, carries 0.0872

[2]
Formula: C20H12Cl2F4O2S
Source: the Open Molecules 2025 dataset
Level of theory: ωB97M-V/def2-TZVPD

HOMO level, eV: -8.16
Orbital gap, eV: 6.4453
Maximum force, eV/A: 2.7
Charge: 0

Positions of all 41 atoms, in Å:
F: -3.1016 2.1922 0.8612
C: -2.8624 0.8616 1.1048
C: -3.9367 -0.0051 1.2050
C: -3.6467 -1.3498 1.4106
F: -4.6752 -2.2558 1.3214
C: -2.3625 -1.8010 1.7003
C: -1.3217 -0.8487 1.8208
C: -0.0898 -1.2266 2.5013
C: 1.2253 -0.7802 2.0495
C: 2.2018 -1.7428 1.6815
C: 3.4804 -1.3163 1.3296
F: 4.4348 -2.2500 1.0057
C: 3.8283 0.0290 1.2649
C: 2.8239 0.9515 1.5453
F: 3.1014 2.2902 1.3985
C: 1.5485 0.5758 1.9449
C: -1.5485 0.4423 1.2800
H: -4.9466 0.3534 1.0701
H: -2.1658 -2.8456 1.9183
H: -0.0988 -2.1914 2.9861
H: 1.9477 -2.7901 1.7505
H: 4.8136 0.3512 0.9778
H: 0.8422 1.3428 2.2333
H: -0.7433 1.1312 1.0936
Cl: 0.5440 0.6178 12.7157
C: 0.6370 0.2460 11.0518
C: 1.1839 1.1752 10.1518
C: 1.3400 0.8218 8.8011
C: 0.9665 -0.4394 8.3502
S: 1.2686 -0.9279 6.6116
C: -0.2028 -0.6507 5.8184
Cl: -0.1981 -0.0388 4.3111
O: 2.2870 -0.0019 6.1665
O: 1.5500 -2.3509 6.6918
C: 0.3623 -1.3360 9.2295
C: 0.1900 -1.0026 10.5863
H: 1.4966 2.1553 10.5101
H: 1.7705 1.5430 8.1167
H: -1.1422 -0.5911 6.3316
H: 0.0292 -2.3094 8.8814
H: -0.2680 -1.7109 11.2806

Atom charges from the Löwdin analysis, given in e for atoms 1 to 6: number 1, F, carries 0.0534; number 2, C, carries -0.2290; number 3, C, carries 0.0703; number 4, C, carries -0.2289; number 5, F, carries 0.0495; number 6, C, carries 0.0501

[3]
Formula: C10H23CuNO6
Source: the Open Molecules 2025 dataset
Level of theory: ωB97M-V/def2-TZVPD

Relative energy (zero: lowest compared OMol25 entry of this formula, charge and spin), eV: 0.904
HOMO level (spin up / spin down), eV: -7.93 / -8.05
2S+1: 2
Orbital gap (spin up / spin down), eV: 8.4063 / 8.3997
Maximum force, eV/A: 10.3
Charge: 0

Positions of all 41 atoms, in Å:
Cu: 20.1299 14.4798 -22.6162
C: 18.7289 14.8216 -20.2822
O: 19.8825 14.4140 -20.2081
O: 18.0542 14.7248 -21.3500
O: 18.0280 14.2401 -19.5143
C: 24.5407 11.3841 -21.1455
O: 24.3005 12.1365 -22.3044
C: 22.9940 12.6094 -22.4340
C: 22.8928 13.6273 -23.5905
N: 22.2355 14.8200 -23.1472
C: 22.4617 15.8674 -24.0989
C: 21.2367 16.2532 -25.0874
O: 19.9372 16.1713 -24.3637
C: 18.8307 16.7788 -25.0115
H: 23.8346 11.6295 -20.3522
H: 25.5126 11.6629 -20.7384
H: 24.3949 10.3543 -21.4718
H: 22.6767 13.1239 -21.5269
H: 22.2210 11.8418 -22.4711
H: 22.2848 13.0796 -24.3106
H: 23.8292 13.8012 -24.1206
H: 22.6615 14.9926 -22.2478
H: 23.4200 15.7369 -24.6016
H: 22.6115 16.7490 -23.4755
H: 21.3157 15.5818 -25.9425
H: 21.2815 17.3294 -25.2542
H: 19.0752 17.8295 -25.1674
H: 17.9750 16.7302 -24.3381
H: 18.4064 16.2486 -25.8642
C: 18.9382 10.4390 -24.7196
C: 19.2329 11.9944 -24.9013
C: 18.4418 12.7966 -25.9037
O: 18.9585 12.6093 -23.6348
H: 17.8665 10.3747 -24.9079
H: 19.1653 10.0337 -23.7336
H: 19.4755 9.8026 -25.4227
H: 20.3181 12.0051 -25.0035
H: 18.3751 12.4622 -26.9390
H: 18.7459 13.8384 -26.0047
H: 17.3993 12.9482 -25.6238
H: 18.0449 12.4030 -23.4242

Atom charges from the Löwdin analysis, given in e for atoms 1 to 6: number 1, Cu, carries 0.4528; number 2, C, carries -0.9828; number 3, O, carries 0.0148; number 4, O, carries 0.0241; number 5, O, carries 0.1852; number 6, C, carries -0.0979

[4]
Formula: C2H15NO5
Source: the Open Molecules 2025 dataset
Level of theory: ωB97M-V/def2-TZVPD

Relative energy (zero: lowest compared OMol25 entry of this formula, charge and spin), eV: 3.051
HOMO level, eV: -9.15
Orbital gap, eV: 9.4653
Maximum force, eV/A: 10.6
SMILES string: CNCO.O.O.O.O
Charge: 0

Positions of all 23 atoms, in Å:
C: 1.2202 1.5156 -0.3513
N: 1.7063 1.7666 1.0273
C: 1.1641 0.9239 2.0944
O: -0.2658 0.7796 1.8269
H: 0.0994 2.0237 -0.3484
H: 1.1605 0.4516 -0.6473
H: 1.6733 2.1432 -1.1347
H: 1.8215 2.7225 1.1644
H: 1.6272 -0.1242 2.0756
H: 1.1598 1.4726 3.0429
H: -0.5771 -0.1763 1.8251
O: -2.4073 0.9277 0.3085
H: -2.3469 0.6386 1.1785
H: -1.7289 1.4617 0.0565
O: -0.9975 -0.9515 -2.2799
H: -0.6350 -0.2917 -1.6073
H: -1.2338 -0.2463 -2.9763
O: 1.8067 -2.1835 -0.6227
H: 1.8227 -2.9508 -1.2735
H: 2.3874 -1.5002 -0.9969
O: -2.7443 -2.9307 -0.7854
H: -2.2845 -3.1628 -0.1235
H: -2.4282 -2.3095 -1.4528

Atom charges from the Löwdin analysis, given in e for atoms 1 to 6: number 1, C, carries -0.1085; number 2, N, carries -0.1049; number 3, C, carries -0.2298; number 4, O, carries -0.1481; number 5, H, carries 0.1082; number 6, H, carries 0.0510

[5]
Formula: C2H12ClN2Ti
Source: the Open Molecules 2025 dataset
Level of theory: ωB97M-V/def2-TZVPD

Relative energy (zero: lowest compared OMol25 entry of this formula, charge and spin), eV: 0.000
HOMO level (spin up / spin down), eV: 0.34 / -4.25
2S+1: 3
Orbital gap (spin up / spin down), eV: 2.5809 / 7.3758
Maximum force, eV/A: 2.9
Charge: -1

Positions of all 18 atoms, in Å:
C: 1.3298 -1.0041 -1.6067
Ti: 0.1693 -0.5461 0.0900
N: 0.1571 -0.1660 2.2751
N: -1.8734 -0.2178 -0.6770
H: 0.2105 0.8661 2.4369
H: 0.3728 -1.8069 1.0346
H: 2.2037 -1.2345 -0.9498
H: 1.3520 -0.1056 -2.2394
H: 0.8335 -1.9220 -1.9512
H: -2.1644 0.7305 -0.4157
H: -2.5437 -0.8660 -0.2481
H: -2.0270 -0.2850 -1.6933
H: -0.6778 -0.6472 2.6237
H: 0.9967 -0.6709 2.5792
Cl: -0.6273 2.5274 0.6642
C: 0.5057 1.5951 -0.3559
H: 0.2473 1.8088 -1.4089
H: 1.5351 1.9440 -0.1576

Atom charges from the Löwdin analysis, given in e for atoms 1 to 6: number 1, C, carries -0.3283; number 2, Ti, carries 0.2040; number 3, N, carries -0.1197; number 4, N, carries -0.0495; number 5, H, carries 0.0126; number 6, H, carries -0.1051

[6]
Formula: C31H45O3PdSSb
Source: the Open Molecules 2025 dataset
Level of theory: ωB97M-V/def2-TZVPD

Relative energy (zero: lowest compared OMol25 entry of this formula, charge and spin), eV: 0.000
HOMO level, eV: -6.93
Orbital gap, eV: 7.6272
Maximum force, eV/A: 0.6
Charge: 0

Positions of all 82 atoms, in Å:
Pd: 0.8768 0.3542 -1.0016
C: -0.1373 -3.2584 -2.3474
O: 0.4384 -2.0215 -2.7008
C: 1.6182 -2.1403 -3.4734
C: 2.8573 -2.3289 -2.6140
O: 3.1984 -1.1967 -1.8365
C: 3.8363 -0.1832 -2.5885
H: -0.4860 -3.7967 -3.2375
H: -0.9822 -3.0523 -1.6921
H: 0.5639 -3.8998 -1.8013
H: 1.6802 -1.2327 -4.0756
H: 1.5411 -2.9950 -4.1606
H: 3.7022 -2.6087 -3.2602
H: 2.7024 -3.1470 -1.9073
H: 4.7843 -0.5450 -3.0055
H: 4.0391 0.6418 -1.9071
H: 3.2024 0.1874 -3.3999
C: -0.1470 -1.8407 4.5425
C: 1.0589 -0.9552 4.4139
C: 1.8641 -0.7383 5.5281
C: 3.0035 0.0483 5.4626
C: 3.3683 0.6329 4.2618
C: 2.5804 0.4193 3.1394
C: 1.4241 -0.3574 3.2024
Sb: 0.3426 -0.3787 1.3657
C: -0.6495 -2.2602 1.2543
C: -1.9988 -2.3500 0.9258
C: -2.6036 -3.5800 0.7025
C: -1.8514 -4.7390 0.7976
C: -0.4986 -4.6576 1.0913
C: 0.1214 -3.4311 1.3110
C: 1.6002 -3.3813 1.5763
C: -1.2700 0.9208 1.9593
C: -2.4391 0.4522 2.5538
C: -3.4920 1.2979 2.8744
C: -3.3816 2.6501 2.6007
C: -2.2144 3.1347 2.0345
C: -1.1456 2.2980 1.7162
C: 0.1022 2.9281 1.1619
H: -0.4366 -1.9413 5.5884
H: 0.0452 -2.8432 4.1505
H: -0.9993 -1.4505 3.9924
H: 1.5822 -1.1970 6.4692
H: 3.6036 0.2014 6.3505
H: 4.2575 1.2459 4.1922
H: 2.8762 0.8624 2.1934
H: -2.5923 -1.4508 0.8157
H: -3.6551 -3.6276 0.4498
H: -2.3108 -5.7051 0.6311
H: 0.0953 -5.5632 1.1412
H: 2.0449 -4.3732 1.4981
H: 1.8281 -2.9909 2.5716
H: 2.1110 -2.7331 0.8561
H: -2.5591 -0.6018 2.7677
H: -4.3884 0.8977 3.3308
H: -4.1941 3.3265 2.8343
H: -2.1191 4.1970 1.8387
H: -0.0792 3.9788 0.9324
H: 0.4669 2.4120 0.2579
H: 0.9200 2.8871 1.8878
C: -3.8698 1.1835 -1.8635
C: -2.3712 1.3850 -1.6877
C: -1.6498 1.3262 -3.0241
S: 0.1406 1.4244 -2.9019
O: 0.6653 1.0625 -4.2487
C: 0.3352 3.2100 -2.7145
C: 0.1007 4.0049 -3.9900
C: 0.6411 5.4232 -3.8584
H: -4.3905 1.2473 -0.9069
H: -4.0797 0.2022 -2.2940
H: -4.3032 1.9328 -2.5291
H: -1.9516 0.6250 -1.0213
H: -2.1741 2.3377 -1.1870
H: -1.9801 2.1113 -3.7078
H: -1.7996 0.3657 -3.5220
H: 1.3538 3.3477 -2.3468
H: -0.3404 3.4930 -1.9029
H: -0.9663 4.0408 -4.2227
H: 0.5822 3.4813 -4.8177
H: 0.2181 5.9342 -2.9908
H: 0.4062 6.0224 -4.7384
H: 1.7262 5.4178 -3.7406

Atom charges from the Löwdin analysis, given in e for atoms 1 to 6: number 1, Pd, carries 0.0534; number 2, C, carries -0.0973; number 3, O, carries -0.2296; number 4, C, carries -0.2034; number 5, C, carries -0.2026; number 6, O, carries -0.2305

[7]
Formula: C22H26CrN5O4
Source: the Open Molecules 2025 dataset
Level of theory: ωB97M-V/def2-TZVPD

Relative energy (zero: lowest compared OMol25 entry of this formula, charge and spin), eV: 0.929
HOMO level (spin up / spin down), eV: -14.48 / -14.02
2S+1: 4
Orbital gap (spin up / spin down), eV: 8.1033 / 7.7952
Maximum force, eV/A: 0.6
Charge: +2

Positions of all 58 atoms, in Å:
Cr: 0.3169 0.1575 -0.2506
C: -1.3619 -3.1214 -2.6976
C: -1.1591 -1.8722 -2.1080
N: -0.2166 -1.6434 -1.2076
C: 0.6001 -2.6756 -0.8636
C: 0.4744 -3.9584 -1.3972
C: -0.5493 -4.1677 -2.3401
C: 1.3820 -4.9876 -0.9724
C: 2.3527 -4.7272 -0.0716
C: 2.5090 -3.4108 0.4836
C: 3.5024 -3.0706 1.4219
C: 3.5750 -1.7853 1.8958
C: 2.6597 -0.8313 1.4416
N: 1.7157 -1.1263 0.5583
C: 1.6402 -2.3977 0.0828
H: -2.1504 -3.2467 -3.4255
H: -1.7857 -1.0334 -2.3807
H: -0.6820 -5.1481 -2.7802
H: 1.2718 -5.9798 -1.3900
H: 3.0321 -5.5064 0.2482
H: 4.1980 -3.8270 1.7635
H: 4.3269 -1.4938 2.6148
H: 2.6807 0.1903 1.7953
C: -2.5301 1.2887 -1.0476
O: -1.1169 1.3025 -1.3056
C: -0.7872 1.8202 -2.6071
C: 0.6967 2.0875 -2.6530
O: 1.3612 0.9738 -2.0725
C: 2.7912 1.0614 -2.1591
H: -2.9093 2.3112 -1.0315
H: -2.6812 0.8175 -0.0795
H: -3.0538 0.7217 -1.8183
H: -1.3394 2.7484 -2.7663
H: -1.0868 1.0919 -3.3658
H: 0.9586 2.9988 -2.1055
H: 1.0030 2.2075 -3.6956
H: 3.1087 0.9267 -3.1931
H: 3.2020 0.2653 -1.5436
H: 3.1337 2.0273 -1.7848
C: -0.5203 -0.6428 2.9718
O: 0.0812 0.6408 2.7758
C: -0.0549 1.2222 1.5348
O: 1.0081 1.5707 0.8707
H: -0.3049 -0.9200 3.9998
H: -0.0927 -1.3819 2.2946
H: -1.6017 -0.6158 2.8197
N: -3.9082 3.4261 3.5356
C: -2.9069 3.4152 2.6410
C: -1.9957 2.3466 2.5686
N: -1.0246 2.3758 1.6585
C: -0.8880 3.4283 0.8347
C: -1.8063 4.4556 0.9383
N: -2.8062 4.4529 1.8035
H: -3.9861 2.7374 4.2619
H: -4.4847 4.2500 3.5922
H: -2.0268 1.5093 3.2435
H: -0.0441 3.4186 0.1674
H: -1.7203 5.3232 0.2959

Atom charges from the Löwdin analysis, given in e for atoms 1 to 6: number 1, Cr, carries 0.8660; number 2, C, carries 0.0010; number 3, C, carries -0.0687; number 4, N, carries 0.0445; number 5, C, carries -0.1273; number 6, C, carries -0.1159